Entry 1:
The following is a quantum chemistry calculation of the molecule C8H16N2Si at a distorted geometry, from OMol25.

XYZ file:
```
27
Properties=species:S:1:pos:R:3:mulliken_charge:R:1
C -0.655 -0.833 -2.539 -0.207
C -0.731 -1.961 -3.331 -0.605
C 0.100 -2.537 -1.533 -0.211
C 1.173 2.488 1.215 -1.161
C 0.989 -1.163 2.310 -1.078
C -1.841 1.351 -0.278 -1.364
C 1.234 1.598 0.065 -0.449
C -0.356 -0.734 1.742 -0.691
N -0.173 -1.209 -1.315 0.038
N -0.109 -3.045 -2.734 -0.609
Si -0.266 0.362 0.168 0.355
H -1.209 0.116 -2.771 0.305
H -1.077 -1.926 -4.276 0.492
H 0.775 -3.078 -0.883 0.320
H 0.361 3.230 1.164 0.315
H 0.884 1.888 1.957 0.342
H 2.171 2.872 1.585 0.305
H 0.873 -1.787 3.207 0.379
H 1.372 -1.819 1.561 0.256
H 1.681 -0.343 2.458 0.260
H -2.463 0.829 -0.998 0.432
H -2.532 1.701 0.444 0.463
H -1.520 2.368 -0.579 0.358
H 2.186 1.092 0.004 0.430
H 1.116 2.220 -0.852 0.329
H -0.861 -0.144 2.446 0.490
H -1.120 -1.537 1.761 0.509
```

Results
- 2S+1: 1
- HOMO level: -7.99 eV
- HOMO-LUMO gap: 8.601 eV
- ΔE to the lowest compared entry with this formula, charge and spin: 2.5614 eV
- Structure (SMILES): CC[Si](C)(CC)n1ccnc1
- Lowest unoccupied orbital energy: 0.613 eV

Entry 2:
The following is a quantum chemistry calculation of a structure of composition C43H105CrF6N7O17P at a distorted geometry, from OMol25.

XYZ file:
```
180
Properties=species:S:1:pos:R:3:mulliken_charge:R:1
Cr 1.830 3.202 -2.511 0.735
C 1.327 5.458 -3.337 0.519
O 2.395 5.152 -2.682 -0.755
O 1.127 6.559 -3.828 -0.759
O 0.652 4.380 -3.610 -0.446
P 0.626 0.293 -0.773 1.857
F -0.970 0.341 -1.232 -0.239
F 1.085 0.462 -2.338 -0.327
F 0.703 1.871 -0.702 -0.477
F 2.207 0.201 -0.467 -0.457
F 0.306 0.193 0.852 -0.306
F 0.612 -1.304 -0.868 -0.495
C 5.394 -2.603 2.134 -0.612
O 5.080 -1.195 2.105 -0.442
C 3.618 -1.021 2.100 -0.217
C 3.303 0.419 2.409 0.174
N 3.667 0.760 3.770 -0.290
C 3.610 2.208 4.060 -1.060
C 2.259 2.850 3.952 0.865
O 2.299 4.207 4.383 -0.511
C 0.990 4.734 4.380 -0.545
H 6.192 -2.787 1.418 0.300
H 4.542 -3.264 1.905 0.061
H 5.700 -3.026 3.092 0.418
H 3.089 -1.650 2.852 0.577
H 3.233 -1.204 1.093 -0.025
H 2.256 0.602 2.272 -0.547
H 3.838 1.003 1.644 0.111
H 4.623 0.426 3.880 0.424
H 4.272 2.777 3.448 0.393
H 3.887 2.329 5.111 0.391
H 1.591 2.281 4.589 -0.114
H 1.862 2.838 2.931 -0.104
H 0.462 4.491 5.320 0.326
H 0.304 4.263 3.658 0.054
H 1.051 5.815 4.202 0.363
C -1.299 1.523 5.306 -0.873
O -1.401 2.317 4.139 -0.221
C -1.366 1.523 2.946 1.117
C -2.099 2.164 1.788 -1.434
N -3.548 2.301 1.919 0.652
C -4.092 3.304 2.852 -0.929
C -5.553 3.537 2.515 -0.094
O -6.274 2.311 2.808 -0.355
C -7.517 2.391 2.154 -0.333
H -0.260 1.253 5.561 0.151
H -1.889 0.636 5.171 0.450
H -1.764 2.181 6.036 0.269
H -1.927 0.565 3.207 0.104
H -0.365 1.212 2.567 -0.667
H -1.889 1.531 0.954 -0.291
H -1.729 3.149 1.587 0.748
H -3.956 1.407 2.133 -0.180
H -3.588 4.245 2.530 0.374
H -3.861 3.172 3.911 0.264
H -5.605 3.709 1.429 0.166
H -5.993 4.379 3.093 0.392
H -8.125 3.303 2.327 0.312
H -8.114 1.465 2.458 0.205
H -7.251 2.331 1.107 -0.091
C 1.928 5.303 0.883 -0.978
O 2.410 4.181 0.170 0.305
C 3.788 4.267 -0.056 -1.354
C 4.265 2.945 -0.690 -0.167
N 3.828 2.634 -2.069 1.315
C 4.612 3.244 -3.220 -0.646
C 4.455 2.307 -4.437 -0.635
O 3.079 2.044 -4.526 0.423
C 2.686 1.429 -5.678 -0.866
H 2.415 6.234 0.590 0.388
H 2.050 5.156 1.969 0.232
H 0.838 5.337 0.702 0.209
H 4.307 4.362 0.930 0.558
H 4.135 5.059 -0.757 0.374
H 4.014 2.068 -0.075 -0.397
H 5.382 3.000 -0.634 0.205
H 4.027 1.616 -2.132 -0.228
H 5.681 3.168 -2.944 0.371
H 4.205 4.233 -3.442 0.280
H 4.978 1.346 -4.270 0.097
H 4.921 2.815 -5.252 0.546
H 1.603 1.341 -5.617 0.005
H 3.084 0.434 -5.638 0.318
H 2.977 1.975 -6.591 0.342
C -7.488 -3.111 -2.414 -0.741
O -7.154 -1.772 -2.671 -0.373
C -7.772 -0.850 -1.773 -0.649
C -7.204 -0.955 -0.362 -0.472
N -5.740 -0.828 -0.432 0.117
C -5.141 -0.990 0.863 -0.219
C -3.736 -1.466 0.741 0.049
O -3.775 -2.876 0.470 -0.524
C -2.460 -3.344 0.586 -0.440
H -8.616 -3.093 -2.409 0.320
H -7.154 -3.525 -1.487 0.265
H -7.219 -3.582 -3.326 0.289
H -8.850 -1.080 -1.628 0.423
H -7.581 0.167 -2.121 0.279
H -7.506 -1.883 0.154 0.406
H -7.588 -0.143 0.246 0.001
H -5.455 -1.492 -1.168 0.359
H -5.724 -1.651 1.564 0.290
H -5.153 -0.015 1.366 -0.241
H -3.243 -1.342 1.736 0.090
H -3.148 -0.900 0.029 0.216
H -2.272 -3.425 1.655 0.194
H -1.763 -2.597 0.224 0.202
H -2.432 -4.318 0.199 0.348
C 0.191 -5.809 0.156 -0.359
O 1.411 -5.615 -0.509 -0.340
C 1.552 -4.299 -0.960 -0.112
C 2.988 -4.199 -1.498 -0.412
N 3.135 -3.022 -2.284 -0.016
C 4.463 -2.852 -2.867 -0.746
C 4.511 -1.473 -3.474 -0.658
O 4.288 -0.408 -2.537 -0.226
C 5.132 -0.432 -1.398 -0.448
H 0.059 -5.139 0.983 -0.177
H 0.120 -6.836 0.509 0.388
H -0.662 -5.669 -0.535 0.360
H 1.472 -3.652 -0.074 0.039
H 0.810 -4.039 -1.752 0.402
H 3.228 -5.044 -2.206 0.295
H 3.696 -4.290 -0.658 0.125
H 2.837 -2.162 -1.819 -0.160
H 4.626 -3.501 -3.720 0.533
H 5.323 -3.053 -2.150 0.208
H 3.709 -1.331 -4.186 0.150
H 5.530 -1.298 -3.884 0.418
H 5.022 0.506 -0.893 0.002
H 6.159 -0.635 -1.707 0.490
H 4.854 -1.189 -0.655 -0.028
C 4.531 -7.113 -0.299 -0.722
O 4.817 -6.129 0.675 -0.197
C 4.734 -6.541 2.000 -0.786
C 3.328 -6.792 2.606 -0.599
N 2.597 -5.510 2.730 0.082
C 1.268 -5.679 3.331 -0.752
C 0.731 -4.392 3.787 -0.850
O 0.260 -3.515 2.717 0.088
C -0.230 -2.260 3.207 -1.011
H 4.546 -6.636 -1.280 0.196
H 3.550 -7.631 -0.169 0.245
H 5.334 -7.900 -0.256 0.375
H 5.143 -5.792 2.669 0.243
H 5.296 -7.488 1.997 0.515
H 3.634 -7.195 3.533 0.449
H 2.725 -7.514 2.011 0.306
H 2.528 -5.099 1.834 -0.214
H 1.468 -6.170 4.248 0.657
H 0.496 -6.280 2.854 0.245
H 1.570 -3.927 4.286 0.297
H -0.129 -4.531 4.470 0.437
H -1.288 -2.316 3.497 0.361
H -0.235 -1.565 2.376 -0.112
H 0.370 -1.832 4.002 0.620
C -1.008 3.524 -6.365 -0.448
O -2.277 3.077 -5.881 -0.419
C -1.985 1.934 -5.062 0.083
C -3.137 1.701 -4.010 -0.758
N -2.944 2.603 -2.886 0.021
C -3.362 2.266 -1.595 -0.208
C -4.898 2.496 -1.443 0.267
O -5.144 3.888 -1.410 -0.476
C -6.440 4.159 -1.745 -0.672
H -1.124 4.114 -7.290 0.306
H -0.279 2.693 -6.527 0.153
H -0.591 4.162 -5.600 0.164
H -1.070 2.078 -4.499 -0.209
H -1.835 1.086 -5.755 0.362
H -3.015 0.626 -3.653 0.277
H -4.095 1.615 -4.487 0.345
H -2.213 3.282 -2.901 0.361
H -2.754 2.829 -0.874 0.359
H -3.195 1.189 -1.431 -0.604
H -5.225 2.010 -0.508 -0.003
H -5.482 2.043 -2.305 0.273
H -6.679 5.197 -1.667 0.301
H -7.107 3.582 -1.033 0.167
H -6.687 3.702 -2.746 0.298
```

Results
- 2S+1: 5
- HOMO level (spin up / spin down): -5.24 / -5.29 eV
- HOMO-LUMO gap (spin up / spin down): 7.365 / 7.418 eV
- Net charge: -1
- Lowest unoccupied orbital energy (spin up / spin down): 2.126 / 2.126 eV

> Among the records above, which one has the highest 2S+1?

C43H105CrF6N7O17P

> Which of these has the lowest 2S+1?

C8H16N2Si